{
  "formula": "C27H28ClNO4",
  "method": "ωB97M-V/def2-TZVPD",
  "elements": ["C", "C", "O", "C", "C", "C", "C", "C", "Cl", "C", "C", "C", "O", "H", "H", "H", "H", "H", "H", "H", "H", "H", "H", "C", "O", "C", "C", "C", "C", "C", "C", "C", "N", "C", "C", "C", "C", "C", "C", "C", "O", "C", "C", "H", "H", "H", "H", "H", "H", "H", "H", "H", "H", "H", "H", "H", "H", "H", "H", "H", "H"],
  "xyz": [[-3.93039, 0.82384, -3.53552], [-2.53665, 1.23434, -3.22390], [-2.00261, 0.21119, -2.35516], [-0.76938, 0.65799, -1.95251], [-0.01319, -0.25543, -1.05005], [1.39313, -0.25678, -1.58185], [2.14586, 0.87873, -1.93888], [3.35082, 0.69908, -2.66926], [4.12346, 2.08174, -3.35823], [3.89535, -0.57925, -2.89062], [3.18182, -1.69263, -2.42806], [1.96273, -1.51015, -1.81186], [-0.41009, 1.76149, -2.35187], [-4.37101, 1.61181, -4.14161], [-3.90800, -0.12442, -4.09245], [-4.51766, 0.68664, -2.61288], [-1.88435, 1.31723, -4.10070], [-2.50135, 2.19121, -2.68833], [-0.41701, -1.30279, -1.33559], [1.81534, 1.86753, -1.69382], [4.82283, -0.67065, -3.44917], [3.56558, -2.70296, -2.57151], [1.41275, -2.36443, -1.40100], [3.09584, -5.19563, 2.82896], [3.28326, -3.75497, 2.87282], [2.42249, -2.92262, 2.20995], [2.70048, -1.53811, 2.35486], [1.91751, -0.61891, 1.69943], [0.75657, -1.01128, 1.06186], [-0.12996, 0.05399, 0.38318], [-1.34416, 0.14659, 1.24141], [-2.23562, 1.33949, 1.52762], [-1.67307, 2.68331, 1.16412], [-1.48827, 2.96629, -0.15742], [-0.67361, 4.00496, -0.52058], [-0.27967, 4.95674, 0.42189], [-0.67479, 4.75157, 1.77020], [-1.35672, 3.59430, 2.10374], [-1.75153, -0.93309, 2.23118], [-3.17523, -1.44794, 2.08827], [-1.10768, -1.29352, 3.22677], [0.49522, -2.38912, 0.87307], [1.29664, -3.35611, 1.47830], [3.91195, -5.58772, 3.44847], [2.12142, -5.48145, 3.25214], [3.17677, -5.57316, 1.80177], [3.53705, -1.24063, 2.98441], [2.16251, 0.45014, 1.72004], [0.29868, 1.05569, 0.27234], [-3.19611, 1.23206, 1.00970], [-2.47475, 1.40787, 2.59938], [-2.06013, 2.34080, -0.84767], [-0.32970, 4.05164, -1.56442], [0.31133, 5.81489, 0.12271], [-0.44002, 5.47446, 2.53972], [-1.68237, 3.35249, 3.12302], [-3.56271, -1.25540, 1.07319], [-3.13518, -2.53524, 2.28123], [-3.80884, -0.95722, 2.85446], [-0.36067, -2.72856, 0.28864], [1.04508, -4.41992, 1.41609]],
  "lowdin_charge": [-0.0679, -0.2535, 0.0220, -0.4080, -0.1906, -0.1608, -0.0301, -0.6534, 0.6549, -0.1049, -0.0665, -0.0370, 0.0260, 0.0794, 0.0881, 0.0882, 0.1384, 0.1076, 0.1746, 0.0959, 0.0992, 0.1083, 0.1095, -0.0654, -0.1110, -0.2613, 0.0089, -0.0282, -0.2014, -0.2364, -0.1402, -0.1273, -0.0180, -0.0147, -0.0260, -0.0125, -0.0247, -0.0137, -0.4489, -0.0385, 0.0338, -0.0610, -0.0064, 0.0895, 0.0904, 0.0882, 0.1164, 0.1267, 0.1372, 0.1059, 0.1206, 0.1205, 0.1283, 0.1150, 0.1097, 0.1476, 0.0747, 0.0856, 0.0859, 0.1253, 0.1062],
  "homo_lumo_gap_ev": 4.47,
  "e_above_lowest_kcal_mol": 12.9,
  "homo_energy_ev": -5.444,
  "multiplicity": 1
}

---

{
  "formula": "C27H28F6N6O6S2Se2W",
  "method": "ωB97M-V/def2-TZVPD",
  "elements": ["W", "C", "C", "C", "C", "C", "N", "C", "C", "C", "C", "C", "C", "C", "N", "C", "C", "C", "N", "C", "C", "N", "C", "C", "C", "N", "H", "H", "H", "H", "H", "H", "H", "H", "H", "H", "H", "H", "H", "H", "H", "H", "H", "H", "O", "C", "C", "C", "O", "C", "Se", "C", "Se", "H", "H", "H", "H", "H", "H", "H", "H", "H", "H", "F", "C", "F", "F", "S", "O", "O", "N", "S", "O", "O", "C", "F", "F", "F"],
  "xyz": [[0.07115, -0.73010, 0.36157], [1.31525, 4.81054, 4.27255], [0.94394, 3.93140, 3.11120], [1.74439, 3.87872, 1.96940], [1.45229, 3.01436, 0.93627], [0.33660, 2.17900, 0.97955], [0.05990, 1.29792, -0.10906], [-0.25652, 2.02655, -1.28417], [-1.04361, 3.18419, -1.17507], [-1.30504, 4.00695, -2.25095], [-0.80533, 3.72103, -3.51984], [-1.09862, 4.60826, -4.69762], [-0.06405, 2.56108, -3.65243], [0.20366, 1.72707, -2.57159], [0.93890, 0.53911, -2.85784], [2.20295, 0.43158, -3.31940], [2.36869, -0.85588, -3.76429], [1.12229, -1.46845, -3.54868], [0.26486, -0.61488, -3.01636], [-0.47644, 2.26403, 2.10422], [-0.16750, 3.10942, 3.16454], [-1.68168, 1.50926, 2.16343], [-2.84860, 1.88027, 2.72978], [-3.75192, 0.86425, 2.52074], [-3.03467, -0.10242, 1.81083], [-1.79031, 0.29818, 1.58934], [1.69163, 5.77456, 3.93032], [2.10166, 4.34320, 4.86905], [0.46226, 4.98806, 4.92676], [2.62620, 4.50494, 1.90688], [2.09592, 2.95340, 0.06893], [-1.43695, 3.45075, -0.20300], [-1.90979, 4.89415, -2.10134], [-1.05925, 5.66072, -4.41626], [-2.09645, 4.41161, -5.09550], [-0.38326, 4.44478, -5.50286], [0.32395, 2.26540, -4.62057], [2.87490, 1.27226, -3.27837], [3.26294, -1.30022, -4.16368], [0.82772, -2.49272, -3.70555], [-0.79379, 3.10224, 4.04848], [-2.94889, 2.83566, 3.21369], [-4.77933, 0.82748, 2.83497], [-3.35836, -1.06662, 1.45856], [-3.46410, -5.34150, -2.09829], [-3.22937, -5.09175, -0.72073], [-2.17574, -3.98112, -0.56902], [-0.83104, -4.56385, -1.05425], [-0.04367, -3.59954, -1.72305], [-2.19507, -3.63471, 0.92555], [-0.66656, -2.72838, 1.76550], [-2.65318, -2.82185, -1.43864], [-1.86645, -1.02749, -1.39208], [-4.09609, -6.06029, -2.18403], [-2.84882, -5.99076, -0.22074], [-4.15566, -4.78995, -0.21677], [-1.03081, -5.37093, -1.76152], [-0.29933, -4.97873, -0.19434], [0.74791, -3.40057, -1.20901], [-2.24885, -4.56734, 1.49163], [-3.11211, -3.08826, 1.15787], [-3.70386, -2.61326, -1.21398], [-2.61084, -3.09046, -2.49349], [2.09607, 1.18543, 4.18444], [2.85420, 0.12339, 3.90953], [4.12216, 0.42882, 4.15767], [2.48114, -0.88584, 4.68454], [2.69455, -0.30993, 2.12412], [1.17766, -0.39626, 2.08989], [3.24495, 0.78224, 1.38189], [3.32410, -1.69912, 2.01115], [4.44631, -1.93002, 0.78059], [1.34732, -1.39723, -0.52343], [5.74638, -2.23217, 1.36855], [3.78763, -3.64729, 0.32673], [4.41909, -4.58184, 1.02322], [2.47553, -3.80829, 0.49014], [4.06487, -3.83222, -0.97633]],
  "lowdin_charge": [1.2215, -0.0423, -0.2727, -0.0205, -0.0147, -0.2830, -0.1383, -0.2386, -0.0044, -0.0305, -0.2715, -0.0504, 0.0292, -0.1483, -0.1104, -0.0529, -0.0416, -0.1475, -0.0204, -0.1447, 0.0138, -0.0554, -0.0389, -0.0309, -0.1576, -0.0710, 0.0804, 0.0856, 0.0765, 0.1214, 0.1292, 0.1176, 0.1163, 0.0781, 0.0835, 0.0759, 0.1297, 0.1314, 0.0981, 0.1054, 0.1215, 0.1272, 0.1004, 0.0797, -0.0497, -0.2268, -0.5467, -0.2008, -0.1114, -0.5281, 0.6706, -0.4347, 0.9642, 0.0969, 0.1343, 0.1307, 0.1270, 0.1226, 0.0439, 0.0616, 0.0458, 0.0773, 0.0797, 0.1472, -0.6749, 0.1548, 0.1595, 0.5854, -0.5271, -0.2707, -0.3724, 0.9389, -0.4473, -0.4522, -0.7401, 0.1318, 0.0827, 0.0923],
  "homo_lumo_gap_ev": [7.93, 5.86],
  "e_above_lowest_kcal_mol": 0.0,
  "homo_energy_ev": [-7.944, -8.017],
  "multiplicity": 3
}

---

{
  "formula": "C27H28IN3O2Tc",
  "method": "ωB97M-V/def2-TZVPD",
  "elements": ["C", "C", "H", "H", "H", "H", "H", "H", "C", "C", "C", "C", "H", "H", "H", "H", "N", "C", "C", "N", "C", "C", "C", "H", "H", "C", "H", "H", "Tc", "I", "C", "C", "C", "C", "C", "C", "N", "C", "C", "C", "C", "C", "C", "C", "O", "O", "C", "C", "H", "H", "H", "H", "H", "H", "H", "H", "H", "H", "H", "H", "H", "H"],
  "xyz": [[2.53081, 2.79809, 0.36344], [2.43791, 1.31684, -0.01115], [2.58997, 3.41512, -0.53917], [3.44042, 2.94419, 0.95518], [1.67752, 3.15861, 0.95922], [1.73911, 0.96957, -0.86594], [3.34037, 1.17251, -0.63258], [2.68042, 0.62352, 0.81141], [-2.40536, 1.67540, -1.18129], [-3.67726, 1.37489, -1.66279], [-3.96352, 0.08323, -2.10078], [-2.94986, -0.86269, -2.04564], [-2.12518, 2.68128, -0.85982], [-4.42488, 2.16275, -1.65702], [-4.95709, -0.18691, -2.46167], [-3.09179, -1.89058, -2.36519], [-1.47633, 0.71609, -1.00660], [-1.69083, -0.52846, -1.51400], [-0.55839, -1.44632, -1.43337], [0.55979, -0.93616, -0.85690], [1.68638, -1.67800, -0.81547], [0.55876, -3.55513, -1.83123], [1.70586, -3.00055, -1.25769], [2.58407, -1.18885, -0.42488], [2.62856, -3.56848, -1.14564], [-0.58055, -2.76952, -1.91855], [-1.51182, -3.12668, -2.35116], [0.56030, -4.57877, -2.20768], [0.24513, 1.03573, 0.27222], [-0.72503, 3.02461, 1.60312], [3.10436, 1.05411, 3.76392], [2.74094, -0.36628, 3.41651], [3.55896, -1.08609, 2.54151], [3.19451, -2.36158, 2.10069], [1.96775, -2.88102, 2.47428], [1.11935, -2.13611, 3.31129], [-0.16603, -2.61600, 3.46632], [-1.29854, -2.00644, 4.03925], [-1.82301, -2.52307, 5.23552], [-2.87384, -1.88349, 5.88524], [-3.46637, -0.74685, 5.32121], [-3.01557, -0.27367, 4.09009], [-1.95535, -0.90954, 3.44742], [-1.63654, -0.46092, 2.05105], [-2.57230, -0.08732, 1.32556], [-0.37446, -0.44467, 1.70950], [1.57567, -0.95167, 3.93026], [0.83460, -0.29662, 5.04364], [2.41191, 1.77189, 3.29394], [3.08216, 1.23849, 4.84496], [4.11405, 1.28819, 3.40682], [4.49935, -0.63226, 2.21440], [3.86230, -2.92945, 1.45201], [1.61674, -3.84229, 2.09363], [-0.30964, -3.58086, 3.18296], [-1.35920, -3.42046, 5.65074], [-3.23696, -2.28216, 6.83238], [-4.29278, -0.23969, 5.81848], [-3.46830, 0.58511, 3.59295], [0.10177, 0.43112, 4.67184], [0.31583, -1.02047, 5.67759], [1.53686, 0.24802, 5.68328]],
  "lowdin_charge": [-0.1908, -0.2964, 0.0953, 0.0930, -0.1135, 0.0604, 0.1239, 0.0609, -0.1248, 0.0009, 0.0066, 0.0322, 0.0466, 0.1297, 0.1356, 0.1175, -0.0467, -0.1918, -0.1786, -0.0090, -0.1002, -0.0067, -0.0245, 0.1013, 0.1225, 0.0341, 0.1197, 0.1330, 1.1085, 0.4619, -0.0165, -0.2092, -0.0070, -0.0471, 0.0170, -0.1556, 0.2025, -0.2077, -0.0046, -0.0319, -0.0171, 0.0148, -0.0831, -0.5710, 0.0341, -0.1819, -0.1178, 0.0134, 0.0856, 0.0929, 0.0938, 0.1378, 0.1270, 0.1342, 0.1769, 0.1317, 0.1247, 0.1251, 0.1344, 0.1110, 0.0969, 0.0959],
  "homo_lumo_gap_ev": [6.84, 5.33],
  "e_above_lowest_kcal_mol": 0.0,
  "homo_energy_ev": [-14.100, -13.989],
  "charge": 2,
  "multiplicity": 4
}